10
Properties=species:S:1:pos:R:3:forces:R:3:nbo_charge:R:1 method="wB97M-V/def2-TZVPD" relative_energy_kcal_mol=97.29 lumo_energy_ha=-0.004 max_force_ev_per_a=0.789 total_energy_ev=-6725.3538 gap_ev=8.71
O -1.728942 -1.160284 1.363881 0.679 0.310 -0.254 -0.46
C -0.739399 -0.671164 0.910474 -0.595 -0.309 0.297 0.50
C 0.493681 -1.244846 0.143658 0.004 -0.168 -0.037 -0.35
N 0.800456 0.188882 0.047516 -0.007 0.318 0.041 -0.53
C -0.174570 0.783070 0.722012 0.234 -0.361 -0.137 0.03
H 1.215413 -1.821240 0.733837 -0.171 0.099 -0.095 0.21
H 0.282056 -1.742617 -0.809027 0.032 0.090 0.146 0.21
H 1.570156 0.643136 -0.435163 -0.137 -0.080 0.147 0.41
H -0.810566 2.395962 -0.987174 -0.033 0.091 -0.119 0.01
H -0.908285 2.629101 -1.690012 -0.005 0.011 0.011 -0.03